Computed, not measured: C6H15NO in the gas phase, with ωB97M-V/def2-TZVPD.

The electronic energy comes out at -367.534524 a.u. The value obtained for the frontier orbital gap is 0.340 Ha. Its HOMO energy is -8.407 eV.

The geometry in XYZ format:
```
23
Properties=species:S:1:pos:R:3:forces:R:3
C -2.440 -0.063 1.017 -0.46 -0.77 0.32
N -1.342 0.848 0.809 1.81 0.29 0.00
C 0.287 0.420 0.969 -5.66 1.08 -0.28
O 0.936 1.591 1.290 -0.06 0.11 -0.14
C 0.504 -0.155 -0.380 5.63 -1.01 0.25
C 0.336 0.743 -1.597 -0.28 -0.04 0.16
C 0.005 -1.574 -0.614 -0.38 0.25 0.24
C 2.270 -0.351 -0.147 -2.06 -0.11 -1.57
H -2.590 -0.365 2.062 -0.05 0.03 0.12
H -2.378 -1.001 0.459 0.49 0.16 0.02
H -3.405 0.324 0.653 0.37 0.45 0.18
H -1.539 1.744 1.251 0.35 -0.42 0.23
H 0.356 -0.291 1.789 0.30 -0.02 -0.05
H 0.623 2.261 0.662 0.20 -0.10 0.10
H -0.706 0.750 -1.925 0.04 0.06 0.10
H 0.940 0.375 -2.432 0.02 -0.01 0.18
H 0.632 1.778 -1.406 0.02 -0.09 0.00
H -1.057 -1.574 -0.865 0.08 -0.04 -0.16
H 0.552 -2.049 -1.434 -0.05 0.13 0.11
H 0.117 -2.188 0.283 0.10 0.01 -0.05
H 2.770 0.618 -0.186 -0.19 -0.11 0.16
H 2.585 -0.940 -1.011 0.12 0.00 0.03
H 2.543 -0.903 0.754 -0.32 0.17 0.06
```
Forces are in eV/Å.

These are the natural (NBO) partial charges, in e, on atoms 1 to 8: C -0.4157; N -0.7319; C 0.2825; O -0.6967; C -0.0182; C -0.6206; C -0.6189; C -0.6228